Record 1
{
  "formula": "C25H40Cl4FeN3O3Si",
  "method": "ωB97M-V/def2-TZVPD",
  "orbital_gap_ev": [8.9, 7.4],
  "homo_energy_ev": [-8.86, -8.86],
  "total_charge": 0,
  "e_tot_ha": -4760.72731,
  "max_force_ha_per_bohr": 0.033,
  "spin_multiplicity": 6,
  "symbols": ["C", "C", "H", "H", "H", "C", "C", "H", "H", "H", "H", "Fe", "Cl", "Cl", "C", "O", "N", "C", "C", "H", "H", "H", "H", "H", "H", "H", "H", "H", "C", "C", "N", "H", "C", "O", "H", "H", "H", "H", "O", "C", "C", "C", "H", "C", "H", "C", "H", "C", "C", "H", "H", "H", "Si", "Cl", "C", "C", "C", "H", "H", "H", "H", "H", "H", "H", "H", "H", "Cl", "C", "C", "C", "C", "N", "C", "H", "H", "H", "H"],
  "coordinates": [[2.81558, -2.54514, -2.87555], [2.22983, -1.72466, -3.99013], [2.70833, -3.61428, -3.10566], [2.29672, -2.31732, -1.93218], [3.89188, -2.33800, -2.73435], [2.06716, -2.17366, -5.24188], [2.38621, -3.54831, -5.68828], [1.69611, -1.52258, -6.02597], [1.98655, -4.31014, -5.00840], [3.45991, -3.73900, -5.80819], [1.90429, -3.68384, -6.66165], [1.20288, -0.15731, 4.02797], [2.63363, 1.47221, 3.79164], [-0.48745, -0.25002, 2.67125], [-0.39362, 3.00684, 3.10731], [-1.27723, 2.74189, 3.92769], [-0.61079, 3.43816, 1.84697], [-1.98121, 3.69135, 1.44312], [0.45822, 4.05562, 1.06467], [0.69219, 2.90187, 3.31556], [-2.64282, 3.17995, 2.14746], [-2.13155, 3.30847, 0.42768], [-2.19063, 4.76818, 1.46447], [1.42108, 3.80564, 1.52586], [0.34349, 5.15177, 1.04268], [0.43412, 3.67493, 0.03255], [0.50976, -4.53396, 3.01296], [-0.63799, -3.21875, 1.12487], [-0.51486, -4.77912, 3.33100], [-1.60901, -3.40513, 1.60591], [-1.41559, -3.69607, 3.00498], [-0.52810, -4.92200, 4.41901], [-2.03106, -2.98640, 3.98704], [-2.54590, -1.87297, 3.86818], [-2.25384, -2.52914, 1.49670], [-2.02930, -3.53685, 4.95634], [-0.83772, -5.70908, 2.83749], [-2.07368, -4.28055, 1.12142], [0.72418, -0.49964, -2.63896], [1.78744, -0.32950, -3.58716], [0.13040, 0.37244, -5.37231], [1.35266, 0.56451, -4.73482], [-0.52710, -0.42797, -5.01005], [-0.21722, 1.16610, -6.46891], [2.65017, 0.11923, -3.06465], [2.19907, 1.61769, -5.13369], [-1.17284, 0.98437, -6.96167], [0.66514, 2.14714, -6.93246], [1.86724, 2.37505, -6.26099], [3.11580, 1.77001, -4.55206], [0.41939, 2.71634, -7.83030], [2.56899, 3.13922, -6.61422], [-0.42413, 0.52580, -1.97298], [1.86063, -2.27320, 4.02793], [-2.12941, -0.00719, -2.52917], [-0.07209, 2.32977, -2.26272], [-0.28117, 0.18091, -0.16661], [-2.36496, 0.27256, -3.56345], [-2.86876, 0.47021, -1.86913], [-2.24210, -1.09754, -2.43151], [-0.28976, -0.90253, 0.00937], [-1.14580, 0.63872, 0.34896], [0.64726, 0.58605, 0.26093], [0.06365, 2.60820, -3.31582], [0.83474, 2.63166, -1.71819], [-0.92053, 2.91752, -1.87358], [-1.67297, 3.54353, 7.24166], [-1.33182, 1.89254, 6.96233], [-2.08432, 0.87724, 7.56659], [-1.72983, -0.44252, 7.24495], [-0.74481, -0.68262, 6.29215], [-0.04397, 0.31430, 5.71156], [-0.27925, 1.58950, 6.10027], [-2.91361, 1.13771, 8.21488], [-2.24589, -1.29281, 7.68364], [-0.45365, -1.70273, 6.01334], [0.32360, 2.36731, 5.65635]],
  "mulliken_charge": [-1.4112, 0.0836, 0.4054, 0.2332, 0.2459, 0.3450, -1.5377, 0.3149, 0.3823, 0.3027, 0.3725, 0.3892, -0.4520, 0.0975, 0.4467, -0.6156, 0.4101, -0.9195, -0.4492, -0.0488, 0.2596, 0.1973, 0.3510, 0.2402, 0.3275, -0.0562, 0.2727, 0.3335, -0.9315, -1.0789, 0.3243, 0.3069, -0.0559, -0.5761, 0.3117, 0.4141, 0.3180, 0.3627, -0.1499, 0.2195, 0.1189, 0.0330, 0.6770, -1.0263, 0.3204, -0.3370, 0.4103, -0.4250, -0.6582, 0.3769, 0.3840, 0.3793, 0.0430, -0.4001, -1.1105, -0.8372, -0.8252, 0.3142, 0.3763, 0.3003, 0.0894, 0.2584, 0.2806, 0.2532, 0.1933, 0.4326, -0.1996, 0.3818, -0.3778, -0.6179, -0.0673, -0.0197, -0.5897, 0.4314, 0.3592, 0.4323, 0.6608]
}

---

Record 2
{
  "formula": "C25H40ClNO6S",
  "method": "ωB97M-V/def2-TZVPD",
  "orbital_gap_ev": 8.2,
  "homo_energy_ev": -7.66,
  "total_charge": 0,
  "e_tot_ha": -2341.14298,
  "smiles": "O=C(Cl)Cc1ccc2c(c1)Nc1cc(CCCO)ccc1S2.CCO.CCO.CCO.CCO",
  "max_force_ha_per_bohr": 0.043,
  "symbols": ["O", "C", "Cl", "C", "C", "C", "C", "C", "C", "C", "N", "C", "C", "C", "C", "C", "C", "O", "C", "C", "C", "S", "H", "H", "H", "H", "H", "H", "H", "H", "H", "H", "H", "H", "H", "H", "H", "H", "C", "C", "O", "H", "H", "H", "H", "H", "H", "C", "C", "O", "H", "H", "H", "H", "H", "H", "C", "C", "O", "H", "H", "H", "H", "H", "H", "C", "C", "O", "H", "H", "H", "H", "H", "H"],
  "coordinates": [[-4.70811, -6.55394, -0.18928], [-3.93692, -5.69870, 0.16195], [-4.50755, -4.28209, 1.08911], [-2.44327, -5.85107, -0.16240], [-1.59993, -4.59051, 0.07015], [-1.22571, -4.32062, 1.37419], [-0.43840, -3.20931, 1.59541], [-0.07991, -2.39643, 0.54755], [-0.47094, -2.63771, -0.75415], [-1.22985, -3.77799, -0.97294], [-0.11952, -1.76499, -1.82183], [-0.38237, -0.40519, -1.51622], [-1.07676, 0.42343, -2.39030], [-1.33724, 1.73697, -2.09410], [-2.10459, 2.64874, -3.06102], [-1.07486, 3.62935, -3.72630], [-0.78803, 4.90945, -2.92374], [0.49987, 4.85816, -2.27262], [-0.89821, 2.29723, -0.90364], [-0.20370, 1.48841, -0.03022], [0.04116, 0.17051, -0.33632], [0.90992, -0.92391, 0.78526], [-2.29077, -6.15643, -1.20165], [-2.03087, -6.61317, 0.51054], [-1.51947, -4.93090, 2.22315], [-0.09687, -2.92238, 2.58798], [-1.54392, -4.02010, -1.99100], [-0.66784, -2.04994, -2.62668], [-1.43575, -0.01117, -3.32641], [-2.79960, 3.21161, -2.42540], [-2.60660, 2.07522, -3.84467], [-0.13610, 3.07911, -3.86964], [-1.45122, 3.89311, -4.72326], [-1.52023, 5.07993, -2.12322], [-0.73683, 5.75081, -3.62708], [0.36512, 5.08299, -1.34830], [-1.10447, 3.32503, -0.62563], [0.17555, 1.85176, 0.92377], [1.76548, -8.27431, 2.22913], [1.67049, -6.80403, 1.87183], [1.23897, -6.03313, 2.99177], [0.79792, -8.64780, 2.57119], [2.08780, -8.86428, 1.36993], [2.47613, -8.42753, 3.04284], [0.94549, -6.64914, 1.07205], [2.64131, -6.42739, 1.53608], [1.88187, -6.15707, 3.69655], [-0.96523, 8.68406, -1.32079], [-2.29771, 8.46621, -0.63124], [-2.29654, 7.23796, 0.08599], [-0.75631, 7.86174, -2.00813], [-0.95827, 9.62109, -1.88168], [-0.15355, 8.70880, -0.59177], [-3.10165, 8.42076, -1.36626], [-2.51346, 9.28009, 0.06575], [-1.59240, 7.29736, 0.73992], [0.10028, 11.38053, 2.03557], [-0.98838, 10.44331, 2.52255], [-0.85377, 9.15414, 1.92469], [0.06003, 11.47961, 0.94982], [-0.00587, 12.36965, 2.48331], [1.08885, 10.98812, 2.28664], [-1.97180, 10.82590, 2.25250], [-0.94731, 10.33510, 3.61059], [0.01023, 8.80778, 2.17119], [5.51335, -10.62803, 0.98390], [5.41000, -9.15121, 0.65098], [4.98693, -8.40123, 1.78706], [4.55119, -11.00854, 1.32972], [5.82745, -11.20526, 0.11274], [6.23313, -10.79276, 1.78949], [4.67659, -8.98780, -0.13794], [6.37569, -8.76425, 0.30995], [5.63787, -8.53374, 2.48307]],
  "mulliken_charge": [-0.4665, 0.4901, -0.1592, -1.1601, 0.4869, -0.4345, -0.6751, 0.6520, 0.1950, -0.6075, -0.3237, 0.2692, -0.6058, 0.3454, -1.3829, -0.6829, -0.3468, -0.5577, -0.2129, -1.0219, 0.6919, -0.3638, 0.4519, 0.2698, 0.4266, 0.4205, 0.2696, 0.2764, 0.2157, 0.4327, 0.4102, 0.4068, 0.3885, 0.2830, 0.3084, 0.3385, 0.5706, 0.3686, -1.0415, -0.0723, -0.4998, 0.3507, 0.2483, 0.2878, 0.2183, 0.2392, 0.2797, -0.6282, -0.2279, -0.5186, 0.0606, 0.3498, 0.1669, 0.3736, 0.1148, 0.3239, -0.9805, -0.3252, -0.4348, 0.2387, 0.3535, 0.3216, 0.2962, 0.2555, 0.2658, -1.0161, -0.2611, -0.4539, 0.2585, 0.3351, 0.3206, 0.2851, 0.2880, 0.2609]
}

---

Record 3
{
  "formula": "C25H40HoNP3",
  "method": "ωB97M-V/def2-TZVPD",
  "orbital_gap_ev": [4.1, 5.9],
  "homo_energy_ev": [-7.69, -9.50],
  "total_charge": 1,
  "e_tot_ha": -3002.98841,
  "max_force_ha_per_bohr": 0.068,
  "spin_multiplicity": 5,
  "symbols": ["C", "C", "C", "C", "C", "C", "C", "C", "C", "C", "C", "C", "C", "H", "H", "H", "H", "H", "H", "H", "N", "Ho", "C", "H", "H", "C", "H", "H", "P", "P", "C", "H", "H", "H", "C", "H", "H", "H", "C", "H", "H", "H", "C", "H", "H", "H", "H", "H", "C", "C", "P", "C", "C", "C", "C", "H", "H", "H", "H", "H", "H", "H", "H", "H", "H", "H", "H", "H", "H", "H"],
  "coordinates": [[2.03316, -4.43513, -1.10338], [0.83295, -3.74228, -1.26641], [-0.17777, -4.01371, -0.26942], [0.31007, -4.29345, 1.09144], [1.70190, -4.42905, 1.28875], [2.47702, -4.76883, 0.18476], [-0.58188, -3.99832, 2.12509], [-1.88294, -3.53292, 1.88885], [-2.21967, -3.31201, 0.47446], [-3.23512, -2.32836, 0.19078], [-4.24591, -2.20649, 1.15510], [-3.94813, -2.45899, 2.49917], [-2.66980, -2.86826, 2.86194], [2.69789, -4.59947, -1.94600], [2.11451, -4.35344, 2.29947], [3.40838, -5.31306, 0.34724], [-0.09818, -3.53581, 3.01646], [-5.19843, -1.76234, 0.89549], [-4.71205, -2.39748, 3.27176], [-2.27497, -2.74783, 3.87412], [-1.49691, -3.90547, -0.51205], [0.97362, 0.32814, 0.56630], [0.57204, -2.72314, -2.32409], [-0.49405, -2.64007, -2.55147], [1.16126, -2.87122, -3.22807], [-3.09648, -1.46191, -1.02139], [-2.59713, -2.01938, -1.83678], [-4.06102, -1.06542, -1.35434], [1.04316, -1.00615, -1.71830], [-1.93740, 0.04982, -0.64166], [-3.03672, 0.97747, 0.45933], [-2.55007, 1.92113, 0.73242], [-3.99940, 1.18654, -0.03663], [-3.20223, 0.37551, 1.35420], [-2.22245, 0.96818, -2.25920], [-3.23960, 1.40783, -2.23988], [-1.46994, 1.77763, -2.31780], [-2.11346, 0.28055, -3.11853], [2.87820, -1.21904, -1.56178], [3.22932, -1.47645, -2.57297], [3.38500, -0.29701, -1.21158], [3.09434, -2.04267, -0.86674], [1.03240, -0.01788, -3.28261], [1.19393, 1.06210, -3.06788], [1.86025, -0.40033, -3.91430], [0.05882, -0.14090, -3.79746], [0.15561, 0.03880, 2.17506], [-0.35458, 0.62645, 2.00212], [1.22499, 4.37978, -1.90952], [2.03975, 3.74233, -0.77973], [0.93173, 2.81734, 0.29443], [2.17196, 2.14035, 1.67690], [2.94499, 3.23535, 2.39586], [-0.30247, 3.77857, 1.11461], [0.24166, 5.12095, 1.52389], [0.77874, 3.61489, -2.57557], [1.88155, 5.03093, -2.50664], [0.39050, 4.98284, -1.50599], [2.80759, 3.05297, -1.19819], [2.53027, 4.45532, -0.09738], [1.59910, 1.59717, 2.47754], [2.90740, 1.43057, 1.22677], [2.30876, 3.72159, 3.14662], [3.79092, 2.78879, 2.94159], [3.35848, 3.99223, 1.71820], [-1.16170, 3.86014, 0.43853], [-0.63544, 3.19918, 1.97916], [0.62904, 5.68293, 0.67790], [-0.56641, 5.70593, 1.95586], [1.03105, 5.05396, 2.27158]],
  "mulliken_charge": [-0.5562, 0.0195, -0.0225, 1.1421, -1.0814, -0.5168, -0.3946, 1.1035, 0.0795, -0.0134, -0.6621, -0.5280, -1.0686, 0.4590, 0.4371, 0.4317, 0.2521, 0.4536, 0.4409, 0.4037, -0.4768, -0.2310, -1.2713, 0.4307, 0.6856, -1.2363, 0.4544, 0.6127, 0.9649, 0.8548, -1.1739, 0.0754, 0.5050, 0.3444, -1.1185, 0.4894, 0.0852, 0.3757, -1.5023, 0.4419, 0.4625, 0.3785, -1.1811, 0.0645, 0.5158, 0.3709, -0.0277, -0.0087, -1.2033, -0.5148, 1.0631, -0.3580, -1.4155, -0.4157, -1.2339, 0.1731, 0.4252, 0.2934, 0.3113, 0.3837, 0.2754, 0.2610, 0.3376, 0.4000, 0.3196, 0.3489, 0.3881, 0.2795, 0.4416, 0.1762]
}